5 unconnected molecules or ions with the total composition C26H32Br2F3N2O11PS in a non-equilibrium geometry. Source: the Open Molecules 2025 dataset; level of theory: ωB97M-V/def2-TZVPD.

Each line ends with the Löwdin charge.
Geometry (Å):
O: 5.956 -5.721 3.416  -0.3671
P: 5.455 -5.200 2.006  0.7134
O: 3.855 -5.853 1.638  -0.2331
O: 6.568 -5.600 0.682  -0.2423
C: 5.319 -3.260 1.956  -0.2068
C: 3.868 -2.624 1.534  -0.0129
C: 3.747 -0.992 1.437  -0.0557
C: 2.316 -0.283 0.970  -0.1956
C: 1.079 -1.352 0.799  -0.1866
C: -0.361 -0.653 0.438  -0.6304
F: -0.864 -1.228 -0.861  -0.1049
Br: -0.298 1.342 0.236  0.8497
C: -1.486 -1.024 1.580  -0.5891
F: -2.818 -0.478 1.155  -0.0803
F: -1.647 -2.491 1.785  -0.0470
Br: -0.885 -0.079 3.278  0.8193
C: 5.090 -0.107 1.820  -0.1668
N: 5.180 1.420 1.795  -0.2404
S: 6.870 1.745 2.248  0.8888
N: 7.677 0.216 2.535  -0.2767
C: 6.556 -0.760 2.248  -0.2436
C: 6.686 -2.412 2.315  0.0333
H: 3.674 -5.505 0.701  0.0759
H: 6.514 -4.798 0.050  0.0854
H: 2.986 -3.362 1.306  0.0825
H: 2.117 0.585 1.731  0.1101
H: 2.529 0.152 -0.113  0.1323
H: 0.928 -2.058 1.738  0.1241
H: 1.376 -2.074 -0.092  0.1399
H: 7.727 -2.892 2.585  0.1173
O: -1.975 2.275 -3.238  0.0849
C: -3.059 2.054 -2.724  -0.4562
C: -3.394 0.860 -1.882  -0.1040
C: -4.901 0.902 -1.859  -0.1620
C: -5.193 2.373 -1.999  -0.1719
O: -4.134 2.891 -2.803  0.0282
H: -2.968 0.995 -0.884  0.0759
H: -3.025 -0.061 -2.339  0.1158
H: -5.337 0.460 -0.959  0.1217
H: -5.297 0.360 -2.727  0.1210
H: -5.186 2.892 -1.035  0.1198
H: -6.153 2.553 -2.492  0.1275
O: -1.450 2.772 3.068  -0.0260
C: -2.567 2.950 3.524  -0.4841
C: -3.852 2.589 2.842  -0.0885
C: -4.865 3.366 3.644  -0.1661
C: -4.225 3.437 5.006  -0.1680
O: -2.820 3.474 4.760  0.0321
H: -4.009 1.510 2.924  0.1286
H: -3.844 2.901 1.796  0.1286
H: -5.857 2.907 3.658  0.1221
H: -4.966 4.376 3.229  0.1247
H: -4.449 2.556 5.617  0.1305
H: -4.527 4.334 5.553  0.1297
O: 4.810 2.966 -0.986  0.0812
C: 3.746 3.486 -1.279  -0.4608
C: 3.442 4.169 -2.578  -0.0855
C: 2.187 4.937 -2.246  -0.1633
C: 1.553 4.086 -1.177  -0.1974
O: 2.643 3.489 -0.475  0.0063
H: 3.264 3.412 -3.347  0.1377
H: 4.255 4.837 -2.872  0.1313
H: 1.535 5.103 -3.107  0.1238
H: 2.455 5.916 -1.831  0.1237
H: 0.929 3.290 -1.595  0.0901
H: 0.951 4.682 -0.485  0.1314
O: -4.187 -2.312 -2.997  0.0970
C: -3.359 -3.145 -3.327  -0.4515
C: -3.126 -4.457 -2.641  -0.0837
C: -1.786 -4.870 -3.194  -0.1688
C: -1.778 -4.226 -4.556  -0.1701
O: -2.535 -3.025 -4.409  0.0332
H: -3.917 -5.155 -2.928  0.1372
H: -3.092 -4.335 -1.556  0.1315
H: -1.642 -5.953 -3.229  0.1209
H: -0.986 -4.442 -2.577  0.1198
H: -2.259 -4.852 -5.315  0.1296
H: -0.764 -3.984 -4.887  0.1294

Values from the calculation:
**SMILES**: O=P(O)(O)c1cc(CC[C@](F)(Br)C(F)(F)Br)c2nsnc2c1.O=C1CCCO1.O=C1CCCO1.O=C1CCCO1.O=C1CCCO1
**HOMO energy**: -8.78 eV

=====

2 unconnected molecules or ions with the total composition C4H11NS2 in a non-equilibrium geometry. Source: the Open Molecules 2025 dataset; level of theory: ωB97M-V/def2-TZVPD.

Each line ends with the Löwdin charge.
Geometry (Å):
C: -1.080 1.016 1.290  -0.0832
C: -2.310 0.126 -0.879  -0.1008
C: 3.219 -0.586 0.043  -0.4751
C: -1.040 0.732 -0.255  -0.5722
N: -0.113 -0.296 -0.577  -0.5833
S: -0.018 -1.716 0.229  0.7573
S: 2.018 0.788 -0.219  0.6220
H: -1.317 2.050 1.617  0.0804
H: -1.804 0.330 1.702  0.0509
H: 0.001 0.674 1.572  0.0482
H: -2.970 -0.473 -0.253  0.0684
H: -2.198 -0.516 -1.814  0.1023
H: -2.965 0.904 -1.198  0.0572
H: 3.951 -0.049 0.670  0.0300
H: 3.540 -0.808 -0.925  -0.0152
H: 2.817 -1.476 0.421  -0.0291
H: -0.698 1.603 -0.862  0.1290
H: 0.967 -2.303 -0.561  -0.0867

Values from the calculation:
**HOMO energy (alpha / beta)**: -8.12 / -8.04 eV

=====

6 unconnected molecules or ions with the total composition C40H70BClF9NO21 in a non-equilibrium geometry. Source: the Open Molecules 2025 dataset; level of theory: ωB97M-V/def2-TZVPD.

Each line ends with the Löwdin charge.
Geometry (Å):
C: -5.048 1.131 -3.573  -0.1422
C: -3.637 1.982 -3.485  -0.2059
C: -2.386 0.954 -3.151  -0.2087
O: -1.461 1.678 -2.261  -0.2125
C: -0.502 0.704 -1.630  -0.0927
C: 0.979 1.335 -1.348  -0.2118
C: 1.702 0.918 -2.757  -0.1021
O: 0.948 1.324 -3.976  -0.0965
C: 1.950 1.387 -5.064  -0.2694
C: 2.529 0.108 -5.916  -0.0226
O: 2.434 2.606 -5.406  -0.0216
O: 0.666 2.774 -1.678  -0.1679
C: 0.515 3.360 -0.304  -0.0561
C: 1.920 2.777 0.340  -0.1725
C: 3.043 3.577 -0.567  -0.1320
C: 2.854 5.152 -0.799  -0.1722
C: 2.520 5.452 -2.410  -0.1609
C: 1.424 6.715 -2.439  -0.1966
C: -0.130 6.225 -2.623  -0.1596
C: -1.133 6.632 -1.391  -0.2596
O: -1.710 7.982 -1.475  -0.2476
C: -2.253 8.252 -0.103  -0.1258
B: 2.155 3.485 1.766  -0.4805
N: 3.078 3.096 2.914  0.0978
O: 1.326 4.705 2.089  -0.0090
C: 1.765 1.120 0.123  -0.0728
C: 3.283 0.481 -0.199  -0.4823
Cl: 4.600 0.895 1.100  0.6018
C: 3.316 -1.086 -0.672  -0.2466
C: 4.127 -2.121 0.300  -0.1538
C: 1.073 0.189 1.262  -0.0680
F: 0.436 -1.081 0.709  -0.0083
F: 2.111 -0.523 2.136  -0.0225
C: 0.129 0.634 2.438  -0.0651
F: 0.932 1.114 3.639  0.0301
F: -0.319 -0.698 3.051  -0.0149
C: -1.206 1.474 2.435  -0.0493
F: -1.699 1.274 3.869  0.0106
F: -1.087 2.983 2.444  0.0423
C: -2.507 0.989 1.574  -0.1138
F: -2.558 -0.447 1.219  0.0547
F: -2.809 1.863 0.377  0.0276
F: -3.739 1.197 2.433  0.0204
H: -5.756 1.559 -4.433  0.0858
H: -5.651 1.149 -2.558  0.0677
H: -4.757 0.018 -3.828  0.0749
H: -3.723 2.812 -2.643  0.1196
H: -3.419 2.476 -4.530  0.1109
H: -1.916 0.634 -4.174  0.1348
H: -2.823 0.029 -2.553  0.1314
H: -1.088 0.315 -0.706  0.1081
H: -0.399 -0.227 -2.371  0.1494
H: 1.747 -0.274 -2.820  0.1435
H: 2.769 1.413 -2.934  0.1416
H: 3.045 0.548 -6.898  0.1071
H: 1.714 -0.646 -6.293  0.0939
H: 3.369 -0.506 -5.367  0.0963
H: -0.509 2.887 0.006  0.1296
H: 0.253 4.495 -0.258  0.1274
H: 4.072 3.444 0.025  0.1108
H: 3.248 3.077 -1.623  0.1245
H: 2.041 5.725 -0.199  0.0910
H: 3.887 5.703 -0.602  0.1323
H: 2.121 4.509 -2.977  0.1035
H: 3.479 5.881 -2.970  0.1177
H: 1.686 7.416 -3.366  0.1125
H: 1.495 7.400 -1.488  0.1112
H: -0.262 5.071 -2.826  0.1168
H: -0.551 6.780 -3.593  0.1265
H: -0.626 6.537 -0.314  0.1147
H: -2.049 5.868 -1.353  0.1349
H: -2.660 7.252 0.405  0.1018
H: -3.134 9.027 -0.128  0.1001
H: -1.400 8.664 0.586  0.0976
H: 4.052 3.446 2.778  0.0737
H: 2.679 3.380 3.845  0.0883
H: 2.040 5.432 2.149  0.1269
H: 3.827 1.048 -1.101  0.0990
H: 3.908 -1.167 -1.712  0.1223
H: 2.249 -1.533 -0.970  0.1179
H: 5.264 -2.108 -0.063  0.0913
H: 4.144 -1.872 1.434  0.0559
H: 3.752 -3.231 0.163  0.0807
C: -0.642 -2.534 4.983  -0.0544
O: -0.193 -3.480 5.951  0.0025
C: -0.554 -4.762 5.688  -0.5430
O: -1.205 -5.141 4.727  0.0839
O: -0.067 -5.549 6.681  -0.0050
C: -0.372 -6.934 6.535  -0.0456
H: -0.297 -1.544 5.293  0.0937
H: -0.214 -2.755 4.000  0.0908
H: -1.735 -2.519 4.936  0.1070
H: 0.067 -7.331 5.614  0.0979
H: -1.455 -7.094 6.550  0.0947
H: 0.066 -7.468 7.382  0.0957
C: 6.291 2.829 -5.796  -0.0446
O: 7.090 2.005 -4.949  -0.0118
C: 7.148 2.421 -3.658  -0.5615
O: 6.591 3.405 -3.196  0.1030
O: 7.933 1.553 -2.971  -0.0107
C: 8.086 1.869 -1.589  -0.0480
H: 6.316 2.403 -6.802  0.0952
H: 5.252 2.843 -5.453  0.0834
H: 6.699 3.844 -5.841  0.1003
H: 7.118 1.844 -1.078  0.0812
H: 8.565 2.845 -1.466  0.0998
H: 8.732 1.110 -1.139  0.0961
C: 5.758 -8.710 0.491  -0.0528
O: 4.601 -8.474 1.291  -0.0099
C: 4.226 -7.172 1.360  -0.5588
O: 4.784 -6.235 0.810  0.1009
O: 3.123 -7.093 2.146  -0.0087
C: 2.612 -5.771 2.309  -0.0469
H: 5.967 -9.783 0.508  0.0942
H: 5.578 -8.410 -0.546  0.0982
H: 6.626 -8.184 0.903  0.0985
H: 2.306 -5.353 1.344  0.0941
H: 3.354 -5.127 2.793  0.1005
H: 1.731 -5.826 2.955  0.0891
C: -10.220 -2.864 -1.399  -0.0541
O: -8.920 -2.784 -0.816  -0.0121
C: -8.550 -1.532 -0.447  -0.5594
O: -9.221 -0.520 -0.572  0.1074
O: -7.305 -1.602 0.087  -0.0069
C: -6.783 -0.349 0.524  -0.0439
H: -10.411 -3.910 -1.656  0.0933
H: -10.984 -2.540 -0.685  0.0983
H: -10.269 -2.270 -2.317  0.0983
H: -7.409 0.076 1.315  0.1026
H: -6.694 0.347 -0.317  0.0849
H: -5.784 -0.523 0.933  0.0860
C: -8.256 -5.875 3.930  -0.0540
O: -7.094 -6.698 3.994  -0.0128
C: -5.923 -6.012 3.987  -0.5594
O: -5.803 -4.798 3.934  0.1071
O: -4.908 -6.911 4.050  -0.0084
C: -3.607 -6.328 4.051  -0.0692
H: -9.134 -6.527 3.942  0.0926
H: -8.309 -5.213 4.801  0.0976
H: -8.270 -5.296 3.001  0.0968
H: -3.473 -5.684 4.927  0.0862
H: -3.434 -5.767 3.127  0.1032
H: -2.874 -7.137 4.105  0.0916

Values from the calculation:
**SMILES**: CCCOC[C@@]1(COC(C)=O)OC[C@@](CCCCCCOC)(B(N)O)[C@@]1([C@@H](Cl)CC)C(F)(F)C(F)(F)C(F)(F)C(F)(F)F.COC(=O)OC.COC(=O)OC.COC(=O)OC.COC(=O)OC.COC(=O)OC
**HOMO energy**: -9.64 eV

=====

A molecular structure, C28H26CrFN6O4S6. Source: the Open Molecules 2025 dataset; level of theory: ωB97M-V/def2-TZVPD.

Each line ends with the Löwdin charge.
Geometry (Å):
Cr: -2.138 2.168 -1.863  0.4225
C: -1.655 -1.062 3.154  -0.4468
S: -1.304 0.648 2.715  0.8123
C: -2.568 1.030 1.490  -1.1621
S: -3.600 -0.104 0.841  0.5864
N: -2.463 2.318 1.233  -0.0993
N: -2.914 2.733 0.022  -0.0958
C: -3.540 3.856 -0.025  -0.0491
C: -3.791 4.463 -1.322  -0.2299
C: -4.453 5.678 -1.455  -0.0042
C: -4.602 6.217 -2.722  -0.0498
C: -4.088 5.535 -3.813  -0.0295
C: -3.437 4.330 -3.605  -0.0804
N: -3.305 3.807 -2.392  0.0083
H: -1.686 -1.161 4.237  0.0197
H: -2.624 -1.325 2.727  -0.0303
H: -0.899 -1.734 2.746  -0.0046
H: -3.841 4.359 0.889  0.1360
H: -4.830 6.182 -0.577  0.1149
H: -5.108 7.163 -2.853  0.1087
H: -4.176 5.923 -4.817  0.1095
H: -3.010 3.752 -4.415  0.0899
O: -4.707 0.395 -7.873  -0.0813
C: -4.205 0.607 -6.802  -1.0405
S: -5.027 0.357 -5.257  0.9489
C: -3.701 0.859 -4.221  -1.1370
C: -2.571 1.257 -4.836  -1.1589
S: -1.136 1.815 -4.001  0.6047
S: -2.561 1.232 -6.590  0.9393
S: -3.917 0.736 -2.487  0.5596
F: -0.462 -3.711 0.934  0.0631
C: 0.348 -2.646 0.707  -0.2051
C: -0.160 -1.517 0.131  0.0889
C: 0.681 -0.407 -0.015  -0.0419
C: 0.127 0.806 -0.618  -0.2578
O: -1.060 0.754 -1.002  -0.1374
C: 0.986 1.944 -0.688  0.0032
C: 2.260 1.813 -0.238  0.0571
N: 2.786 0.694 0.314  0.0118
C: 4.137 0.705 0.809  -0.2643
C: 4.601 1.896 1.588  -0.0766
C: 4.353 0.594 2.292  -0.0996
C: 2.006 -0.447 0.432  -0.1102
C: 2.511 -1.636 0.970  0.0657
C: 1.687 -2.737 1.110  -0.1576
N: 2.221 -3.923 1.686  -0.1011
C: 2.488 -3.889 3.101  -0.1420
C: 3.601 -4.869 3.422  -0.0869
N: 3.160 -6.232 2.963  0.0519
C: 2.825 -6.243 1.494  -0.0819
C: 1.741 -5.208 1.248  -0.1544
C: 0.547 3.326 -1.147  -0.5872
O: 1.389 4.213 -1.144  0.0475
O: -0.684 3.467 -1.434  -0.1132
H: -1.201 -1.438 -0.157  0.1231
H: 2.912 2.674 -0.298  0.1464
H: 4.854 0.223 0.152  0.1540
H: 3.890 2.691 1.757  0.1141
H: 5.619 2.221 1.436  0.1085
H: 3.468 0.530 2.908  0.1124
H: 5.204 0.022 2.635  0.0992
H: 3.547 -1.712 1.262  0.1167
H: 1.591 -4.153 3.694  0.1448
H: 2.789 -2.888 3.407  0.1402
H: 3.826 -4.936 4.485  0.1371
H: 4.503 -4.638 2.855  0.1408
H: 2.316 -6.490 3.484  0.1819
H: 3.869 -6.935 3.179  0.1824
H: 2.501 -7.253 1.248  0.1381
H: 3.745 -6.000 0.965  0.1409
H: 0.817 -5.518 1.761  0.1339
H: 1.521 -5.182 0.181  0.1522

Values from the calculation:
**Multiplicity**: 4
**HOMO energy (alpha / beta)**: -5.43 / -5.57 eV

=====

Number 1: DFT total energy -8133.9423 hartree. Number 2: DFT total energy -1009.9940 hartree. Number 3: DFT total energy -4584.1757 hartree. Number 4: DFT total energy -5245.5711 hartree.